No. 1
DFT (wB97M-V/def2-TZVPD) results for 9 unconnected molecules or ions with the total composition C30H39Cl12N3O6 in a non-equilibrium geometry.

Calculated values
- E: -198760.3088 eV
- Relative energy (zero: lowest compared OMol25 entry of this formula, charge and spin): 0.00 kJ/mol
- Highest occupied orbital energy: -10.04 eV
- SMILES: O=[N+]([O-])c1ccccc1.O=[N+]([O-])c1ccccc1.O=[N+]([O-])c1ccccc1.ClCCCl.ClCCCl.ClCCCl.ClCCCl.ClCCCl.ClCCCl
- LUMO: -0.64 eV

```
90
C30H39Cl12N3O6 (wB97M-V/def2-TZVPD)
Cl -2.07287 -17.74142 10.09906
Cl 0.97059 -18.04908 11.56872
Cl -2.20059 -13.08666 4.95505
Cl -4.74735 -21.39489 11.93130
Cl -5.91172 -11.46944 15.05120
Cl -9.61578 -16.32864 5.67678
Cl -1.02434 -15.37528 7.72726
Cl -12.53519 -17.78950 6.16626
Cl -5.48947 -12.02774 5.21931
Cl -4.84640 -13.85955 12.96278
Cl 1.26112 -12.55240 10.03606
Cl -7.28622 -19.92859 8.77352
O -10.37276 -12.00308 9.93688
O -6.63737 -17.10508 11.61359
O -2.87581 -15.44320 15.04956
O -9.87674 -14.01434 9.55848
O -4.50606 -16.68669 11.83766
O -1.29996 -16.29449 16.16158
N -10.08604 -12.89078 9.21249
N -2.33730 -16.37396 15.56312
N -5.58249 -16.62220 11.22704
C -4.40723 -14.65385 8.35566
C -5.56468 -15.98481 9.91010
C -2.29657 -18.78620 15.96627
C -2.81880 -11.61260 5.71572
C -5.47235 -21.24272 10.30839
C -8.86835 -12.87499 5.71299
C -11.15447 -17.85841 7.32093
C -1.73042 -18.40387 11.69732
C -4.02181 -10.97545 5.05087
C -4.16338 -17.85050 14.79865
C -4.04060 -20.22800 15.12576
C -2.93662 -17.70664 15.42752
C -9.73226 -11.95754 5.14114
C -5.81172 -14.16275 14.42285
C -10.74771 -11.39869 5.90457
C -0.61148 -17.72414 12.38116
C -10.89745 -11.72569 7.23598
C -4.73026 -19.11824 14.69586
C -5.36145 -15.02165 7.40536
C 0.73809 -14.14518 9.41168
C -10.35939 -16.58591 7.27213
C -2.86304 -20.04148 15.84801
C -4.50432 -15.13617 9.63113
C -9.00769 -13.19274 7.05566
C -6.60041 -20.20761 10.36492
C -6.56005 -16.28040 9.01199
C -9.99733 -12.59495 7.78791
C -5.50783 -13.15169 15.52086
C -0.56750 -13.94965 8.68432
C -6.51796 -15.71977 7.74529
H -8.40162 -13.95056 7.53289
H -3.08683 -11.86619 6.74302
H -9.61894 -11.69066 4.09719
H -3.61594 -14.02876 7.96418
H -2.65106 -18.35207 12.27818
H -1.99031 -10.90494 5.74875
H -5.84878 -22.22102 10.02722
H -6.14483 -13.35482 16.38097
H -7.35064 -16.93446 9.36492
H -4.36728 -21.22904 14.87595
H -3.78724 -14.90947 10.40471
H -10.90132 -15.67904 7.50847
H -2.34298 -20.90807 16.23412
H -5.27309 -14.58752 6.41131
H -4.71035 -20.90631 9.61066
H -4.30639 -10.03281 5.49818
H 0.64389 -14.83724 10.23923
H -7.25157 -15.97471 6.99255
H -1.54797 -19.47453 11.65209
H -1.31959 -18.69193 16.41891
H -0.46929 -17.98184 13.42624
H -3.89988 -10.87524 3.97393
H -1.40753 -13.78838 9.35622
H 1.50786 -14.46701 8.71823
H -0.67609 -16.63646 12.34553
H -11.43088 -10.66732 5.49005
H -4.46205 -13.17468 15.80956
H -0.54138 -13.09831 8.01161
H -6.19693 -19.29152 10.80279
H -6.86799 -14.13700 14.16790
H -9.55744 -16.65728 8.01249
H -4.64906 -17.00358 14.33723
H -11.58759 -11.17029 7.85382
H -11.60475 -17.98620 8.29648
H -5.55768 -15.15313 14.79474
H -7.34615 -20.51054 11.10275
H -5.68481 -19.25395 14.20195
H -8.11662 -13.36626 5.10873
H -10.52662 -18.68785 7.02304
```

Atomic partial charges in e from the Löwdin method, atoms 1 to 2: atom 1 (Cl): 0.596, atom 2 (Cl): 0.528


No. 2
DFT (wB97M-V/def2-TZVPD) results for a gas-phase ion, C3H7N2O (charge +1) in a non-equilibrium geometry.

Calculated values
- E: -8237.7940 eV
- Relative energy (zero: lowest compared OMol25 entry of this formula, charge and spin): 805.16 kJ/mol
- Highest occupied orbital energy (alpha / beta): -12.71 / -14.34 eV
- Total charge: +1
- LUMO (alpha / beta): -7.60 / -6.11 eV

```
13
C3H7N2O (wB97M-V/def2-TZVPD)
O -0.43108 -0.76166 0.14769
N -1.16144 0.10117 -0.47703
N 1.85330 -0.17842 0.26169
C 2.01173 1.04936 -0.08516
C 0.85741 -1.00928 -0.41777
C -2.32353 0.46374 0.18274
H 1.30937 -2.03744 -0.34140
H 2.36430 -0.64780 0.90250
H -2.64407 -0.24736 0.84605
H -3.14626 0.85585 -0.49244
H 0.89510 -0.62644 -1.49600
H -2.25901 1.42114 0.57321
H 2.67419 1.61716 0.39591
```

Atomic partial charges in e from the Löwdin method, atoms 1 to 2: atom 1 (O): 0.001, atom 2 (N): 0.120


No. 3
DFT (wB97M-V/def2-TZVPD) results for C2H7N3O in the gas phase in a non-equilibrium geometry.

Calculated values
- E: -8698.7601 eV
- Relative energy (zero: lowest compared OMol25 entry of this formula, charge and spin): 725.27 kJ/mol
- Highest occupied orbital energy: -8.06 eV
- SMILES: CN/N=C/NO
- LUMO: 0.73 eV

```
13
C2H7N3O (wB97M-V/def2-TZVPD)
O -2.77703 -0.55678 0.31794
N -1.90591 0.36736 -0.52907
N 1.12688 -0.95780 -0.34101
N -0.22574 -0.82692 -0.49986
C 1.73735 0.30852 0.19922
C -0.63367 0.41937 -0.20541
H 1.81746 1.14656 -0.51408
H -2.14834 1.39849 -0.16899
H 0.03245 1.38673 -0.17089
H 1.09330 -1.89970 0.25979
H 1.19430 0.51633 1.19445
H 2.72088 0.10313 0.28361
H -2.03193 -1.40527 0.17429
```

Atomic partial charges in e from the Löwdin method, atoms 1 to 2: atom 1 (O): -0.146, atom 2 (N): -0.107


No. 4
DFT (wB97M-V/def2-TZVPD) results for 2 unconnected molecules or ions with the total composition C17H15F21N2O5P in a non-equilibrium geometry.

Calculated values
- E: -97437.5488 eV
- Highest occupied orbital energy: -11.61 eV
- Total charge: +1
- LUMO: -3.75 eV

```
61
C17H15F21N2O5P (wB97M-V/def2-TZVPD)
P 2.69463 1.13656 3.80611
F -4.64826 -0.50849 -1.84496
F -4.06412 -1.67838 1.20545
F -0.14756 3.57216 0.25275
F -5.62438 0.75441 -0.39152
F 6.04909 2.70031 -1.27722
F -1.59581 -0.77890 1.92156
F 0.83713 3.42026 2.20517
F 0.77780 0.48323 1.50364
F 8.47217 0.56581 -0.49984
F -0.57701 1.39984 3.47676
F -1.84241 2.70285 2.25426
F -3.16376 1.60227 0.37363
F -2.77645 0.23167 3.45660
F -4.54260 0.95015 1.94824
F 4.64250 4.23587 -0.79532
F -5.95440 -1.37785 -0.35957
F -2.73013 -0.94130 -0.37778
F 1.94809 1.67524 -0.60606
F 4.02866 2.53686 -1.96990
F -0.68159 1.13799 0.01704
F 2.15558 3.84642 -0.38676
O 3.74529 0.80773 4.77628
O 6.32563 -0.20046 1.36554
O 3.62131 0.34880 1.28874
O -5.59383 -2.86135 -3.40682
O 8.23423 -1.51972 -1.14549
N 4.49472 2.24448 0.28547
N 6.41036 -0.10956 -0.94220
C -7.08176 -4.77193 -3.28593
C 2.00773 2.68137 0.29763
C -5.75612 -4.22649 -3.79327
C -2.26915 0.35239 2.22055
C -1.22617 1.51197 2.28711
C -5.05458 -0.42623 -0.59020
C 7.78345 -0.48302 -0.87757
C 0.62734 2.79771 1.02457
C 3.28126 2.59566 1.16660
C -0.12012 1.44334 1.20107
C -3.46902 0.59540 1.22222
C 4.79901 2.96260 -1.02256
C 5.83176 0.06351 0.31658
C 4.44394 0.68526 0.23954
C 3.54175 1.48121 2.17705
C -4.58178 -5.06166 -3.30614
C -3.81490 -0.64830 0.37588
H 4.54920 1.62478 2.56872
H 3.48264 3.55855 1.61844
H 1.77726 0.11937 3.56773
H -7.90914 -4.16366 -3.64958
H -4.53686 -5.04746 -2.21312
H -3.64275 -4.65785 -3.68482
H 5.91549 -0.81814 -1.48190
H 2.00551 2.32074 4.08554
H 5.32826 2.45366 0.84369
H -4.67036 -6.09899 -3.62970
H -5.76312 -4.21290 -4.88340
H -5.58782 -2.83187 -2.44549
H -7.10591 -4.74972 -2.19270
H 3.95793 0.37503 -0.68080
H -7.23789 -5.80126 -3.60955
```

Atomic partial charges in e from the Löwdin method, atoms 1 to 2: atom 1 (P): 0.789, atom 2 (F): 0.199


No. 5
DFT (wB97M-V/def2-TZVPD) results for a molecular structure, C59H41MnN5O6S2 in a non-equilibrium geometry.

Calculated values
- Spin multiplicity: 6
- E: -134575.6164 eV
- Relative energy (zero: lowest compared OMol25 entry of this formula, charge and spin): 0.00 kJ/mol
- Highest occupied orbital energy (alpha / beta): -1.46 / -1.65 eV
- Total charge: -2
- LUMO (alpha / beta): 3.57 / 3.47 eV

```
114
C59H41MnN5O6S2 (wB97M-V/def2-TZVPD)
Mn -23.31802 -0.40329 10.56659
S -23.26235 4.77711 9.60399
S -24.01454 4.04766 11.54605
O -19.81423 -4.36121 12.33555
O -21.52348 0.38546 10.12075
O -24.38163 5.63149 9.30113
O -23.22402 3.56250 8.83221
O -21.74039 2.78540 12.47382
O -21.99700 5.44408 9.80284
N -19.65265 -2.13401 10.84654
N -23.91583 -0.54986 8.69771
N -22.72586 -2.19163 10.29295
N -23.09934 -0.56514 12.59063
N -24.72359 0.99748 10.99283
C -18.91692 -0.81304 14.21279
C -25.00309 4.07600 15.93274
C -19.22515 -0.83861 12.84810
C -22.79936 -1.69571 13.29100
C -20.33706 0.93002 9.95740
C -22.03695 -4.97376 14.09640
C -17.90995 0.82593 9.62222
C -20.22352 -1.18790 6.53740
C -21.14727 -2.18550 6.83000
C -19.33639 -3.22813 12.94509
C -17.82946 2.21893 9.55619
C -23.02467 0.48578 13.49935
C -22.31126 -6.26843 14.47538
C -26.18050 1.97676 16.09240
C -27.41166 2.60374 7.84903
C -19.32467 -1.30946 5.46685
C -29.44727 0.78088 7.57178
C -22.94513 -4.24425 13.35803
C -23.79756 -0.61807 6.39148
C -22.52822 -1.39033 14.64199
C -22.44483 -4.39264 10.62856
C -24.22715 3.59392 14.87576
C -27.18461 1.27972 8.14420
C -22.74409 -2.94730 12.64605
C -18.69704 -1.98676 14.90862
C -19.03469 2.93909 9.66203
C -22.05431 -4.13064 9.36856
C -25.99874 3.29035 16.49924
C -19.16189 0.18489 9.88360
C -25.03946 0.08374 8.16507
C -23.53746 -6.83592 14.24520
C -22.18533 -1.95589 7.86821
C -21.12062 -3.34825 6.00765
C -29.69156 2.09212 7.24734
C -24.98139 1.50554 12.19824
C -20.24733 -3.45994 4.93001
C -23.80270 1.74207 13.14338
C -24.46005 2.31649 14.43588
C -25.80957 1.18583 10.19671
C -26.83409 1.71705 10.98932
C -28.66703 2.99249 7.36477
C -20.24335 2.34127 9.84600
C -25.91413 0.84108 8.78105
C -18.90187 -3.19778 14.25068
C -23.17825 -1.00981 7.66334
C -24.18805 -4.84399 13.09939
C -19.08275 -1.30819 9.88727
C -19.33209 -2.43718 4.65482
C -22.96146 2.85313 12.42293
C -24.95877 0.00648 6.69531
C -22.65073 -0.01761 14.76517
C -28.20107 0.35799 7.98717
C -24.51712 -6.10223 13.59888
C -22.30804 -2.72147 9.12859
C -19.41939 -2.02978 12.18556
C -25.39043 1.50492 15.07388
C -22.76762 -3.16189 11.24763
C -26.32095 1.93819 12.26411
C -19.12194 -5.54220 12.66042
H -18.79288 -4.14987 14.79932
H -25.63708 0.54933 6.04959
H -28.76623 4.03109 7.10619
H -25.55095 0.54668 14.62694
H -22.31364 -5.40039 11.12152
H -21.59019 -6.83487 15.07112
H -20.32789 -4.37478 4.34875
H -16.84870 2.71689 9.38071
H -21.67833 -4.72985 8.54584
H -24.88191 5.07605 16.40098
H -19.39694 0.10138 12.37021
H -18.59656 -2.56164 3.85675
H -18.35273 -1.99213 15.95713
H -18.79144 0.15337 14.66993
H -30.65915 2.39806 6.84823
H -19.48739 -6.01530 13.59496
H -23.41962 4.18611 14.46294
H -26.85228 2.37224 13.09686
H -19.98376 -3.02658 10.52478
H -27.79054 1.87893 10.58208
H -23.76460 -7.86815 14.50035
H -21.10012 -4.53118 14.39026
H -20.18556 -0.22501 7.02857
H -26.66966 3.38454 7.99822
H -24.90561 -4.26568 12.52982
H -25.47001 -6.55396 13.40386
H -26.96270 1.39349 16.52440
H -19.32433 -6.24789 11.84099
H -22.56194 0.58839 15.65924
H -19.14490 -1.77147 8.90920
H -30.23850 0.06708 7.50181
H -17.03363 0.17096 9.56788
H -22.21539 -2.08126 15.40786
H -18.65168 -0.51664 5.19692
H -23.38414 -0.80101 5.41893
H -21.16748 2.91130 9.83955
H -21.83544 -4.15209 6.17944
H -18.02725 -5.40630 12.71991
H -26.64481 3.67726 17.26097
H -19.05985 4.00788 9.52873
H -27.99014 -0.68617 8.25315
```

Atomic partial charges in e from the Löwdin method, atoms 1 to 2: atom 1 (Mn): 1.047, atom 2 (S): 0.195


No. 6
DFT (wB97M-V/def2-TZVPD) results for 2 unconnected molecules or ions with the total composition C2H5ClS in a non-equilibrium geometry.

Calculated values
- E: -25511.5165 eV
- Relative energy (zero: lowest compared OMol25 entry of this formula, charge and spin): 71.57 kJ/mol
- Highest occupied orbital energy: -8.64 eV
- SMILES: CC=S.Cl
- LUMO: -0.12 eV

```
9
C2H5ClS (wB97M-V/def2-TZVPD)
Cl 1.32574 -2.86656 -0.49343
S -1.37461 -0.25556 -2.04084
C 0.22315 0.46723 0.00482
C -0.95301 -0.26682 -0.44777
H -1.55666 -0.88710 0.11849
H 0.07218 1.04450 0.88797
H 2.11201 -2.25357 -1.50676
H 0.59033 1.00728 -0.90931
H 1.00247 -0.33313 0.29102
```

Atomic partial charges in e from the Löwdin method, atoms 1 to 2: atom 1 (Cl): 0.208, atom 2 (S): 0.629


> Which value of E does entry 1 give?

-198760.3088 eV